Density functional theory data (wB97M-V/def2-TZVPD) for 24 unconnected molecules or ions with the total composition C52H152O24 in a non-equilibrium geometry.

```
! RIJCOSX wB97M-V def2-TZVPD def2/J DEFGRID3
* xyz 0 1
H 10.9321 -7.6320 -11.3923
H 14.3996 -5.8949 0.1900
O 17.8863 -9.2883 -8.4715
O 10.3005 -6.8536 -3.7299
H 8.2793 -4.2835 -6.3862
C 5.6350 -6.1392 -5.2897
H 4.2302 -6.5841 -2.2448
H 16.7828 -3.4197 -11.1634
H 21.0055 -5.3848 -4.8178
C 13.0538 1.4671 -7.2250
C 9.3292 -3.0072 -5.2634
H 9.2464 -2.1906 -10.2768
C 8.6817 -3.0256 -10.6916
O 7.5326 -2.9012 -9.9782
H 8.1557 -2.9614 -8.1470
C 12.1300 -6.6204 -14.6442
O 14.2718 -2.2933 -11.7651
H 9.3280 -15.2742 -6.2900
H 13.1425 -8.2813 -14.8260
C 15.4060 -11.3871 -4.5403
C 18.3442 -2.4098 -8.6183
O 13.5180 -8.1058 -11.0878
C 20.3459 -6.2082 -5.0920
H 16.8966 -1.1374 -1.9325
H 5.9406 -7.4730 -3.6327
O 15.6016 -12.4165 -5.5229
H 12.4697 -13.2595 -7.7124
H 11.4526 -11.8992 -7.5254
C 12.7269 -8.6022 -0.8669
C 11.3904 -5.9349 -13.4658
H 6.1743 -2.8857 -6.6638
H 3.5895 -5.4875 -3.3182
H 12.7626 -7.7358 -6.0088
H 7.7962 -1.8441 -12.2641
H 15.7629 -6.1039 -10.2228
H 16.3237 -4.0377 -9.5796
H 7.8147 -9.8390 -5.8673
O 8.6307 -2.6016 -7.3943
C 12.8102 -9.8025 -9.6871
C 5.1131 -6.9000 -4.0509
H 15.2209 -7.1789 -0.7279
H 17.1940 -0.0612 -4.4574
C 16.1246 -3.6105 -3.0906
H 14.0316 -4.7475 -5.3834
H 11.1390 -4.9200 -13.7738
H 11.2771 -9.2331 -11.9802
C 17.7008 -1.8549 -2.0952
H 7.6032 -0.3050 -7.6509
H 12.5185 1.3770 -8.1702
C 7.3021 -10.0895 -6.7960
H 6.6306 -5.7040 -5.2035
O 16.7729 -3.3805 -0.7371
C 16.7158 -11.1103 -3.8284
H 5.7130 -6.7058 -6.2175
C 19.1459 -5.8314 -6.0176
H 12.3518 -1.3663 -5.0159
H 17.0576 -12.0281 -3.3498
H 16.5503 -10.2895 -3.1305
C 11.7120 -12.8442 -7.0480
O 14.9641 2.3566 -6.2269
O 9.4840 0.0600 -7.1291
H 18.8162 -5.5044 -8.1897
O 16.1649 -0.9532 -5.9305
H 15.1402 -3.1878 -2.8894
H 10.2920 -4.3790 -10.7687
H 8.7278 -6.5160 -4.9397
H 11.7383 -1.5046 -9.8881
H 14.1821 -5.8412 -14.5209
H 13.7198 -9.7998 -9.0866
H 4.8976 -5.3587 -5.4776
H 14.6032 -9.2908 -4.7202
O 14.6563 -5.0546 -11.4073
H 18.5480 -1.6057 -1.4561
H 15.9507 -4.6826 -2.9987
H 9.5513 -1.9498 -5.1192
H 12.5486 -4.0420 -7.4986
H 10.8432 -1.1273 -2.6537
H 20.9709 -7.0437 -5.4071
H 10.7464 -14.7777 -5.2815
H 12.0675 -9.3646 -0.4521
H 12.3912 -3.1613 -9.9674
H 15.0473 1.4586 -8.0386
H 17.7522 -4.6324 -10.3328
H 15.3369 -0.5668 -9.7484
H 10.0180 -10.4451 -4.5307
H 13.2237 -5.4363 -8.2946
H 11.3417 -8.4937 -4.2540
H 8.5937 0.2303 -8.9587
H 11.6079 -5.3029 -8.3890
O 9.4729 -12.7401 -6.2707
H 10.2912 -3.4558 -5.5114
C 17.1987 -3.2505 -2.0147
H 17.7594 0.5859 -6.0278
H 11.6789 -2.5130 -11.3559
H 15.7910 -9.5267 -5.8934
H 6.4001 -10.6872 -6.6650
H 11.5875 -3.3462 -3.1738
H 13.7369 3.2158 -9.1360
C 14.9924 -10.0643 -5.3823
C 11.9970 -0.6921 -4.2364
H 12.7865 0.0117 -3.9730
H 16.4509 -5.8081 -13.2161
H 11.9582 -10.1812 -9.1224
H 9.6424 -0.8868 -7.1425
H 11.0655 -10.5711 -3.0745
H 16.1227 -7.2982 -12.2614
O 8.2060 -10.7057 -7.6582
H 9.4259 -6.5342 -7.1960
H 10.6466 -8.4122 -7.4814
H 7.9670 1.4211 -7.8287
O 12.4962 -7.9207 -14.2146
H 11.5976 -5.5396 -5.7021
C 11.2659 -4.4815 -1.7827
H 12.9667 -7.7622 -11.7946
H 8.7010 -8.1189 -3.9539
H 12.1609 -4.2350 -1.2114
H 8.7250 -5.2438 -10.5661
C 19.6174 -5.4631 -7.4518
H 14.1849 2.6115 -5.7274
H 6.9928 -1.6181 -5.8989
H 6.5791 -3.0063 -4.8503
H 17.8739 -7.8073 -9.7279
H 19.9160 -6.5656 -4.1564
H 10.3962 -6.3416 -13.2805
C 10.3344 -13.5734 -7.0014
O 12.3463 -7.0202 0.8912
H 17.3558 -9.9987 -8.1034
O 18.5298 -4.6327 -5.5167
H 19.0665 -1.6627 -8.2892
H 10.9047 -15.5532 -6.9816
H 13.7480 -6.1653 -4.5052
H 14.6297 -11.6532 -3.8229
H 12.2641 -7.7085 -9.4651
H 20.2098 -4.5508 -7.5220
H 10.4650 -5.9079 -3.7213
H 18.1318 -1.0650 -5.3490
C 14.2595 -6.7087 -0.5215
H 13.2715 -0.5061 -11.3172
H 13.8417 -0.6145 -8.8827
H 11.1330 -0.0915 -4.5209
H 11.4529 -7.2878 0.6633
H 14.5728 -6.1280 -6.0764
H 7.6683 -3.5158 -12.4941
O 9.7139 -8.4433 -7.7065
H 17.9865 -3.9869 -2.1732
O 11.5496 -4.3043 -3.1268
H 13.1420 -5.0510 -15.6438
C 8.3920 -2.7548 -12.2022
C 14.2034 3.4629 -8.1824
H 12.1912 -8.0880 -1.6648
H 17.5159 -3.3728 -0.1293
H 13.1242 0.4342 -6.8841
H 14.0255 -8.1374 0.9436
C 13.3649 -6.0291 -15.2173
H 13.7838 -6.2556 -1.3913
C 14.4596 -1.1893 -9.5725
H 17.2183 -2.2974 -6.9414
H 6.9525 -9.1007 -7.0931
H 14.6741 -2.1913 -9.2009
H 12.4263 1.9932 -6.5056
C 9.3339 -7.0929 -8.1274
H 8.3528 -6.6952 -3.1479
O 4.1289 -7.8208 -4.4808
C 10.3564 -14.9132 -6.2902
H 14.4523 -3.1934 -11.4845
C 16.7310 -4.3195 -10.5505
H 5.2208 -5.1771 -2.5892
H 15.1484 3.9646 -8.3904
H 13.5718 -9.0487 -1.3913
H 9.0455 -3.3134 -4.2565
C 17.3791 -0.2925 -5.5063
H 10.4981 -9.0295 -10.3954
H 9.2716 -2.6669 -12.8398
C 11.2482 -8.6258 -11.0755
H 20.2372 -6.2649 -7.8530
H 9.4376 -4.3808 -9.2082
O 11.6275 -1.4697 -3.0886
C 17.1144 -8.3420 -9.1576
H 10.0400 -13.6941 -8.0439
O 11.7981 -9.2810 -4.5598
H 16.4902 -8.8462 -9.8954
C 4.5539 -5.9123 -3.0397
C 9.3124 -4.3679 -10.2909
C 13.7020 -5.7770 -5.5227
H 18.0812 -1.6408 -3.0940
H 18.5048 -6.7123 -5.9847
C 16.5774 -6.3076 -12.2556
H 18.9545 -3.1625 -9.1172
C 12.4081 -5.8844 -6.3442
H 11.5350 -11.3604 -4.5155
H 14.2298 -5.8521 -11.7293
H 13.7522 -6.6783 -16.0026
C 6.8789 -2.7011 -5.8528
O 17.6569 -2.9591 -7.4812
H 17.6459 -6.4538 -12.0978
H 11.2038 -5.5687 -1.7370
H 8.2720 -7.0964 -8.3732
H 10.4393 -3.8821 -1.4013
C 8.1949 -3.2058 -6.2468
H 8.8042 -9.9772 -7.8395
H 15.5130 -0.2695 -6.1011
C 8.9170 -7.0519 -4.0096
C 12.3977 -5.1089 -7.6632
C 13.5960 -1.4339 -10.8462
H 9.8852 -6.7208 -8.9910
H 16.4387 -3.3153 -4.0918
C 15.9642 -5.4538 -11.0742
H 11.8727 -5.8194 -12.4952
H 13.0801 -10.6192 -10.3566
C 8.3804 0.4155 -7.9060
H 6.8818 -3.3798 -10.4968
C 12.4343 -8.4546 -10.2412
C 12.2889 -2.2171 -10.5024
H 17.4588 -10.7000 -4.5124
C 11.0423 -10.4562 -4.1582
H 11.3862 -6.6551 -15.4403
H 8.9995 -12.3443 -7.0062
H 17.5314 -2.0139 -9.2271
H 18.0339 -4.2755 -6.2571
C 14.4246 2.1291 -7.4463
H 15.7483 -13.2293 -5.0337
C 13.3810 -7.6559 0.2081
H 16.5776 -7.6654 -8.4926
O 12.1290 -7.2559 -6.5471
H 4.3836 -8.6782 -4.1320
H 14.1736 -10.3479 -6.0435
H 12.2035 -12.5909 -6.1086
H 13.5294 4.1386 -7.6561
*
```

max |F| = 0.07402 hartree/bohr
HOMO = -9.320 eV
electronic energy = -105520.5548 eV
energy relative to the best compared isomer or geometry (same formula, charge and spin) = 110.3 kcal/mol
Kohn-Sham gap = 9.6291 eV

Atom charges from the Löwdin analysis, given in e for atoms 1 to 5: H 0.0623; H 0.0859; O -0.1212; O -0.1443; H 0.1206

Density functional theory data (wB97M-V/def2-TZVPD) for a molecular structure, C24H49Cl3CoGeSi2Te in a non-equilibrium geometry.

```
! RIJCOSX wB97M-V def2-TZVPD def2/J DEFGRID3
* xyz 2 4
H -4.9969 -2.2054 0.0671
C -0.2039 3.1959 -1.7500
H -1.8204 -3.9949 2.3083
H 1.6359 4.0466 0.9564
H 2.8528 1.9716 5.9262
H 0.6709 1.4114 -4.8555
H 3.0845 4.9303 -0.8220
C -1.8458 -0.9695 -3.1670
H -2.2949 0.8369 -5.7544
H -2.0243 -2.2566 2.1700
H 1.2832 2.6886 5.5351
C 1.3361 3.9637 -0.0775
H -0.5614 3.1735 1.6236
H -1.2789 -3.5779 -1.8938
H -3.5270 1.3496 3.3809
H 2.3606 4.8232 -3.1802
Cl -4.3675 2.6441 1.5773
H 1.6312 -2.7154 3.1561
C 1.7445 4.3899 -2.4083
H 0.7164 -2.7526 -4.0612
C -0.8278 2.8993 0.6132
C -4.1275 -2.2286 -0.5827
C 4.1790 -1.1390 1.4199
H -0.3506 -3.5379 -0.4026
C 0.7421 0.5135 -4.2482
C 3.3952 -2.3003 2.0068
H -0.6037 -3.2157 -5.1265
H -2.3912 -1.9019 -3.2778
H -3.7369 -1.2147 -0.6521
H -4.8319 0.4906 2.4591
H 2.3385 4.0096 3.6966
Cl -2.7377 0.2466 1.4730
C 0.1048 3.3647 -0.3854
Si -2.8339 -3.4593 0.0791
C 0.5755 3.7176 -2.7558
H 0.8661 0.9546 3.7530
H 0.8170 -2.4425 -5.7808
H 3.9766 -2.7535 2.8113
H 1.7191 0.0804 -4.4486
C 2.0495 -1.8799 2.5886
H -2.4282 -5.9347 0.0177
H 3.2466 1.0989 3.5316
H 0.0348 -1.7985 1.8171
Te -0.5951 -1.1033 -1.4645
Si -0.6373 -0.7345 -4.6936
C -3.2376 -5.2755 -0.2828
Cl -1.5521 2.1558 -2.0646
H 2.2140 -1.0608 3.2931
H 3.1501 2.2235 2.1780
H 0.7287 0.8160 -3.1997
C -2.4739 -3.2141 1.9315
Co -1.1557 0.9789 0.0170
H -3.4439 -5.4660 -1.3315
C 1.2317 1.5764 2.9347
H -4.1170 -5.5808 0.2763
H -2.5380 -0.8039 -6.3287
H -4.4799 -2.5135 -1.5701
Ge 0.9335 0.5423 1.2201
H -1.2151 0.1542 -6.9521
H 3.2429 -3.0676 1.2455
H 5.1160 -1.4855 0.9983
C 2.1434 4.4665 -1.0783
C -3.9512 1.1308 2.3998
H -1.8705 3.1626 0.4076
C -1.7823 -0.0732 -6.0563
C 1.0322 -1.4634 1.5225
H 3.6171 -0.6396 0.6295
H 2.5892 3.6918 6.1579
H 3.9225 3.3793 4.1392
C -1.1852 -3.0824 -0.9294
H -3.3985 -3.2804 2.4954
C 0.1398 -2.4489 -4.9335
H 4.4132 -0.4045 2.1839
C 2.8583 3.1363 4.0989
H 2.0052 0.9669 0.1715
C 2.6953 1.9517 3.1364
H -2.5440 -0.1408 -3.1110
H 1.2657 -1.9494 0.5703
H 0.6405 2.4898 2.9332
H 0.3076 3.5948 -3.7932
C 2.3600 2.8481 5.5109
*
```

max |F| = 0.04095 hartree/bohr
HOMO (spin up / spin down) = -14.008 / -14.059 eV
electronic energy = -180425.9468 eV
energy relative to the best compared isomer or geometry (same formula, charge and spin) = 35.9 kcal/mol
Kohn-Sham gap (spin up / spin down) = 6.8414 / 4.9753 eV

Atom charges from the Löwdin analysis, given in e for atoms 1 to 5: H 0.0340; C -0.5188; H 0.0403; H 0.1224; H 0.0818

Density functional theory data (wB97M-V/def2-TZVPD) for a molecular structure, C12H23NO3P2Pb in a non-equilibrium geometry.

```
! RIJCOSX wB97M-V def2-TZVPD def2/J DEFGRID3
* xyz 2 1
P -2.8708 -0.3770 0.9925
H -0.6699 -1.4659 1.4984
H -4.9827 0.3438 1.9867
H 5.0674 -3.0001 -2.6418
C 0.2665 0.2102 -3.3770
H 0.6669 0.9212 -6.2650
C -1.5097 1.7138 2.6014
C -2.2331 1.3606 1.2903
C 0.8451 2.7872 3.6608
C 0.4398 0.1008 4.0410
H -3.8460 -0.2199 3.2647
O 1.8628 -1.1988 -1.4723
N 1.3897 -0.5430 -3.6442
O -0.1709 0.5604 -2.2416
C 3.4044 -1.7766 -3.1240
H 2.5491 -0.0959 -5.3518
H 1.2315 0.4571 4.7135
H -1.6461 -1.1733 2.9803
C 2.2029 -1.1688 -2.7038
C -4.2250 -0.4051 2.2541
H -3.1307 2.0001 1.1826
H 1.7074 -1.6662 -5.4152
P 0.3112 1.3373 2.6798
Pb 0.7184 0.1674 -0.2248
O -0.3314 0.5889 -4.4688
C 1.6254 -0.6240 -5.0962
C -1.6879 -1.4330 1.9179
H 1.7620 2.5145 4.2017
H 3.7798 -2.8155 -1.2909
H -0.2399 -0.6309 -6.1661
H -1.5568 2.8113 2.7170
H 1.0468 3.6334 2.9881
C 4.1275 -2.5768 -2.2983
H 3.7283 -1.5726 -4.1495
H -0.4984 -0.0198 4.5971
H -2.0828 -2.4583 1.8566
H -1.5959 1.5895 0.4125
C 0.4137 0.0671 -5.6352
H 0.7541 -0.8752 3.6454
H -1.9927 1.2745 3.4905
H -4.6849 -1.4009 2.2168
H 0.0547 3.0583 4.3767
*
```

max |F| = 0.05316 hartree/bohr
HOMO = -13.956 eV
electronic energy = -44259.2701 eV
Kohn-Sham gap = 5.8775 eV

Atom charges from the Löwdin analysis, given in e for atoms 1 to 5: P 0.8422; H -0.0319; H 0.0508; H 0.1053; C -0.4200

- Among the records above, which one has the highest max |F|?
  C52H152O24

- Which formula does entry 2 have?
  C24H49Cl3CoGeSi2Te